The following is a quantum chemistry calculation of a cluster of 2 separate species, C3H6Cl2N in total, from OMol25.

Summary:
Multiplicity: 1
HOMO level (alpha / beta) (eV): -15.80 / -15.17
Charge: +1

Cartesian coordinates (Å):
C -1.132556 0.822717 0.021376
C 1.241574 0.938999 -0.118546
C 0.060646 -1.222696 0.125356
N -0.024908 0.219585 0.000277
Cl -3.403723 -1.690353 -0.032482
Cl -1.698126 2.316220 -0.042276
H 1.270792 1.502625 -1.051852
H 2.065176 0.228236 -0.104217
H 1.359978 1.640194 0.709938
H -0.934972 -1.662444 0.038279
H 0.480690 -1.474419 1.102414
H 0.715431 -1.618660 -0.648267

Atomic forces in eV per Å
-0.3 -1.3 0.1
0.9 0.8 0.0
-0.3 -1.2 0.2
-0.3 0.8 -0.1
-0.1 0.2 0.0
0.1 0.6 -0.1
-0.1 -0.1 0.0
-0.2 0.0 0.0
-0.1 -0.1 0.0
0.3 0.1 0.0
0.0 0.1 -0.1
0.0 0.1 -0.1